Below is a cluster of 2 separate species, C5H11N2S in total in a non-equilibrium geometry, with properties calculated with ωB97M-V/def2-TZVPD.

```
19
Properties=species:S:1:pos:R:3:lowdin_spin:R:1
C 0.95 -2.43 -1.72 0.009
C -0.39 -1.78 -1.32 0.086
S -0.25 0.04 -1.41 0.798
N 1.99 -1.96 -0.78 0.002
H 1.17 -2.15 -2.75 0.002
H 0.87 -3.52 -1.63 0.001
H -0.69 -2.15 -0.34 0.017
H -1.17 -2.12 -2.04 0.012
H 1.84 -0.94 -0.71 0.001
H 2.94 -2.14 -1.13 0.000
C 0.09 1.42 1.53 0.020
C -0.15 0.17 1.99 0.036
C -1.71 2.82 1.80 0.001
N -0.48 2.58 2.11 0.002
H 0.81 1.66 0.73 0.005
H -0.62 -0.01 2.96 0.001
H 0.05 -0.68 1.33 0.006
H -2.22 3.72 2.25 0.000
H -2.28 2.23 1.06 0.000
```

Output
LUMO energy (alpha / beta) in eV: 0.8 / -2.1
Energy relative to the best compared isomer or geometry (same formula, charge and spin) in eV: 0.384
Spin multiplicity: 2
Expectation value of S²: 0.753
Gap between HOMO and LUMO (alpha / beta) in eV: 9.66 / 6.81